(1)
The following is a quantum chemistry calculation of a 13-piece molecular cluster, C28H57Br24FNO overall in a non-equilibrium geometry, from OMol25.

## Properties
2S+1   1
E_LUMO   -4.08 eV
Net charge   +1
Frontier orbital gap   6.80 eV

CARTESIAN COORDINATES (ANGSTROEM)
C 5.59071 1.73902 2.24048
C 5.15159 2.79401 3.35064
N 3.66309 3.04369 3.43728
C 2.89996 2.97059 2.13508
C 2.11615 1.56264 2.06237
O 2.28099 0.67582 1.21251
F 1.17814 1.33135 3.11533
H 6.52000 1.15278 2.59259
H 5.92848 2.31919 1.29996
H 4.80758 0.95483 1.97959
H 5.46366 2.34684 4.36948
H 5.74882 3.75803 3.21403
H 3.53166 4.00971 3.81101
H 3.27643 2.40973 4.15797
H 2.07099 3.77555 2.20666
H 3.50007 3.22486 1.20444
Br -4.10424 2.07125 3.20377
C -2.91290 0.68780 2.52120
C -1.58494 1.26614 2.10300
Br -1.71554 2.18354 0.38753
H -3.43922 0.18645 1.70896
H -2.78393 -0.00916 3.34929
H -0.85321 0.47283 1.94306
H -1.18277 1.98540 2.81561
Br -1.96721 5.47194 -3.29113
C -3.23662 4.39011 -2.28207
C -4.13294 3.59707 -3.19982
Br -5.51528 4.72215 -3.98680
H -3.78202 5.06889 -1.62662
H -2.62170 3.72321 -1.67708
H -4.67425 2.83162 -2.64126
H -3.59813 3.12742 -4.02538
Br 6.33464 -0.36172 -2.86036
C 4.67168 -0.57197 -1.86666
C 4.93286 -0.71126 -0.38708
Br 5.58236 -2.50190 0.04912
H 4.15073 -1.42831 -2.29466
H 4.10096 0.33525 -2.07290
H 4.00835 -0.59667 0.18231
H 5.67306 -0.00445 -0.01102
Br -3.89718 -2.55511 1.87400
C -3.18365 -3.49831 0.32461
C -2.68059 -2.53093 -0.71842
Br -4.15467 -1.73228 -1.71302
H -3.97333 -4.15502 -0.03990
H -2.36393 -4.10466 0.71330
H -2.08106 -3.04926 -1.46758
H -2.09827 -1.70975 -0.29973
Br 2.52596 6.97970 -3.76296
C 1.59556 8.65404 -4.12688
C 0.13739 8.41549 -4.43084
Br -0.10663 7.73171 -6.23978
H 2.13053 9.14487 -4.93960
H 1.70642 9.24430 -3.21589
H -0.41902 9.35372 -4.40486
H -0.33237 7.70141 -3.75497
Br -1.60913 0.79434 8.70284
C -2.65035 -0.05162 7.28860
C -1.81112 -1.02325 6.49814
Br -0.63044 -0.09047 5.25682
H -3.07094 0.74969 6.68039
H -3.45824 -0.57378 7.80358
H -2.44219 -1.65429 5.87013
H -1.18008 -1.65589 7.12155
Br 1.15281 -5.31744 -5.72231
C -0.55033 -4.67126 -5.03036
C -0.45665 -3.22640 -4.60736
Br 0.46063 -3.04809 -2.89543
H -0.83845 -5.33998 -4.21937
H -1.25417 -4.78431 -5.85633
H -1.45132 -2.80885 -4.44141
H 0.07968 -2.60180 -5.32148
Br -1.64977 -4.61299 7.34982
C -2.55422 -4.23472 9.03493
C -4.04569 -4.42426 8.91065
Br -4.87636 -2.92814 7.97587
H -2.27109 -3.22363 9.32829
H -2.13492 -4.94610 9.74804
H -4.51451 -4.43817 9.89575
H -4.32166 -5.32909 8.36934
Br -6.65252 1.26556 -5.22788
C -7.65688 2.76699 -5.95972
C -8.73989 2.29530 -6.89760
Br -8.00241 1.77298 -8.62461
H -6.93495 3.43162 -6.43350
H -8.09058 3.26793 -5.09271
H -9.43613 3.10592 -7.12005
H -9.29683 1.43841 -6.51753
Br -11.19097 0.92150 -4.63260
C -12.19568 2.42287 -5.36434
C -13.27844 1.95168 -6.30234
Br -12.53816 1.43007 -8.02820
H -11.47397 3.08769 -5.83872
H -12.62908 2.92397 -4.49733
H -13.97422 2.76231 -6.52447
H -13.83509 1.09504 -5.92260
Br 7.11675 -5.09290 1.58864
C 8.65988 -5.05330 0.39764
C 8.95657 -6.42275 -0.16013
Br 9.83792 -7.55040 1.16356
H 9.48876 -4.63019 0.96480
H 8.38339 -4.36391 -0.40246
H 9.66165 -6.35485 -0.99009
H 8.06524 -6.95685 -0.48928
Br 12.17192 -4.38565 4.16764
C 12.87072 -5.32634 2.61023
C 13.36114 -4.35978 1.56122
Br 11.87445 -3.56413 0.58235
H 12.07776 -5.98368 2.25355
H 13.69541 -5.93153 2.98997
H 13.95258 -4.87965 0.80596
H 13.94702 -3.53763 1.97196

***

(2)
The following is a quantum chemistry calculation of a 9-piece molecular cluster, C28H57Br4N7O4 overall in a non-equilibrium geometry, from OMol25.

## Properties
2S+1   1
E_LUMO   0.12 eV
Structure (SMILES)   CN(C)C=O.CN(C)C=O.CN(C)C=O.CN(C)C=O.BrCCBr.BrCCBr.CCCC#N.CCCC#N.CCCC#N
Frontier orbital gap   9.29 eV

CARTESIAN COORDINATES (ANGSTROEM)
C 1.06320 -0.94949 0.99289
N 0.32630 0.06101 0.25864
C 1.08605 0.58190 -0.85802
C -0.86193 0.55210 0.60169
O -1.46789 0.21768 1.66074
H 0.78039 -1.12368 2.03104
H 2.13215 -0.74229 0.94264
H 0.79083 -1.78923 0.35355
H 1.62607 -0.20594 -1.38317
H 0.39202 1.06611 -1.54501
H 1.86764 1.19825 -0.41381
H -1.21202 1.27051 -0.15563
C -6.10523 -1.79229 2.05518
N -5.07858 -2.80164 2.11239
C -3.99311 -2.26876 1.41605
C -5.21763 -4.04585 2.57480
O -4.42527 -4.98394 2.25465
H -5.94086 -1.04077 1.28298
H -6.14630 -1.18161 2.95712
H -7.05234 -2.32888 1.99911
H -3.08194 -2.49272 1.97076
H -3.89216 -2.84377 0.49557
H -3.96026 -1.17950 1.43898
H -6.13117 -4.03803 3.18929
C -0.30938 5.26824 -3.42345
N -0.92548 3.97781 -3.39727
C -1.55458 3.54305 -2.12734
C -0.46921 2.98111 -4.20110
O -0.42976 1.72091 -4.07150
H 0.01756 5.52207 -2.41510
H -1.16686 5.86284 -3.73855
H 0.53191 5.39687 -4.10447
H -1.94814 2.52667 -2.14113
H -0.72219 3.48244 -1.42623
H -2.29755 4.20269 -1.67904
H -0.19076 3.52183 -5.11886
C 4.52668 -1.80585 -0.33268
N 5.07977 -1.45025 -1.66436
C 4.24762 -1.89341 -2.71316
C 6.31432 -0.89710 -1.93934
O 6.91167 -0.74557 -3.05769
H 3.56177 -1.32364 -0.17608
H 5.07805 -1.60427 0.58572
H 4.27501 -2.85904 -0.20797
H 3.18395 -1.68331 -2.60110
H 4.58089 -1.54809 -3.69182
H 4.30770 -2.96903 -2.87914
H 6.86983 -0.58482 -1.04151
Br 4.07730 3.09656 -1.07958
C 5.69808 2.51174 -0.15810
C 5.36257 1.69793 1.17178
Br 7.07537 0.97277 1.95263
H 6.41221 3.29760 0.08794
H 6.24258 1.80297 -0.78201
H 4.81840 0.81002 0.84989
H 4.89809 2.26772 1.97658
Br -4.98330 -0.12423 -1.56620
C -3.44104 -1.21653 -2.11098
C -2.53569 -0.40880 -3.04117
Br -1.61708 -1.59775 -4.27102
H -3.80845 -2.16445 -2.50411
H -2.91818 -1.54414 -1.21243
H -1.85084 -0.01373 -2.29084
H -3.13729 0.30419 -3.60493
C -3.68626 -0.73664 4.66726
C -2.63731 0.02245 5.44517
C -1.99026 1.26152 4.76766
C -1.40899 2.34046 5.62463
N -0.92521 3.26156 6.25831
H -4.56218 -0.12646 4.44695
H -4.17200 -1.63359 5.05151
H -3.19318 -1.03026 3.74057
H -1.84075 -0.57802 5.88451
H -3.12383 0.53740 6.27355
H -2.66583 1.84430 4.14151
H -1.20048 0.93189 4.09262
C -1.14804 -6.05774 -3.66671
C -0.29406 -4.88572 -3.06201
C 0.95240 -5.41058 -2.31313
C 1.60503 -4.44040 -1.39027
N 2.09053 -3.61586 -0.74998
H -0.83051 -6.40566 -4.64968
H -2.14748 -5.76004 -3.98388
H -1.22556 -6.83143 -2.90284
H -0.97704 -4.31077 -2.43666
H 0.09731 -4.24740 -3.85414
H 1.68998 -6.02190 -2.83309
H 0.48762 -6.14000 -1.64978
C 0.90044 3.19948 2.80086
C 1.90776 3.76152 1.71911
C 1.92261 5.27080 1.24298
C 0.65215 5.50258 0.56864
N -0.38381 5.71322 0.07457
H 0.92308 2.14039 3.05757
H -0.14463 3.17203 2.49235
H 0.91983 3.84518 3.67881
H 1.59154 3.14821 0.87533
H 2.89853 3.37775 1.96239
H 2.65977 5.45886 0.46238
H 1.99519 5.96995 2.07605

***

(3)
The following is a quantum chemistry calculation of C28H57Cl6Cu2NO8S3 as an isolated structure in a non-equilibrium geometry, from OMol25.

## Properties
2S+1   2
<S²>   0.76
E_LUMO (spin up / spin down)   -4.31 / -4.65 eV
Net charge   +1
Frontier orbital gap (spin up / spin down)   7.12 / 6.78 eV

CARTESIAN COORDINATES (ANGSTROEM)
Cu -1.76748 -1.19252 -1.39231
Cu -1.07946 -1.08337 1.77879
C -2.66275 -3.47351 3.06012
C -3.78538 -2.46664 2.90997
C -3.99841 -2.12182 4.36597
C -4.87662 -0.93215 4.62884
C -4.20169 0.27673 3.95823
C -4.02803 0.10991 2.42495
N -3.44659 -1.25052 2.02131
O -3.26035 -1.52796 0.59716
C -2.86543 1.19325 2.09322
C -5.39738 0.39583 1.70822
C -5.05716 -3.20585 2.37571
H -2.97120 -4.45636 3.41644
H -1.77827 -3.20106 3.63595
H -2.22884 -3.63000 2.07253
H -3.07494 -1.98719 4.92916
H -4.45841 -2.93223 4.93141
H -5.00372 -0.76345 5.69818
H -5.86434 -1.11261 4.20464
H -3.26915 0.46679 4.48960
H -4.88173 1.11370 4.11671
H -2.23735 0.90190 1.25136
H -2.12485 1.35788 2.87587
H -3.32211 2.13246 1.78108
H -6.26475 -0.21895 1.94865
H -5.28144 0.40453 0.62444
H -5.60484 1.44746 1.90602
H -5.34793 -3.90667 3.15828
H -4.93084 -3.78017 1.45794
H -5.94055 -2.57323 2.28897
C 0.86852 1.05334 -0.98050
O -0.04339 0.08293 -0.42798
H 0.36435 1.57256 -1.79556
H 1.20926 1.73758 -0.20345
H 1.76877 0.62607 -1.42218
C 1.88940 -1.39001 -5.52691
C 1.19764 -1.45506 -4.11780
C 2.01874 -2.42327 -3.20474
S 3.83902 -2.14671 -3.59729
O 4.46193 -3.44854 -3.72982
O 4.39136 -1.07591 -2.81900
C 3.40757 -1.32021 -5.21871
H 1.61030 -0.51408 -6.11253
H 1.62407 -2.31668 -6.03582
H 0.18887 -1.82101 -4.30903
H 1.16048 -0.46514 -3.66306
H 1.81497 -3.49400 -3.21573
H 1.95777 -2.31774 -2.12157
H 4.09775 -1.56328 -6.02659
H 3.48311 -0.24905 -5.03159
C 3.17387 2.71980 2.22816
C 2.01710 3.71686 2.11569
C 0.62367 3.01114 2.55428
S 1.19336 1.49632 3.45112
O 0.36998 0.30419 3.23227
O 1.50305 1.94745 4.80406
C 2.71898 1.25454 2.46753
H 3.83464 2.95793 3.06169
H 3.87289 2.79740 1.39543
H 1.86753 4.14287 1.12360
H 2.15813 4.63384 2.68784
H 0.10542 2.65590 1.66359
H -0.11963 3.55433 3.13785
H 2.33985 0.78260 1.56109
H 3.44259 0.53763 2.85552
C 3.67611 -3.23653 0.08447
C 3.98141 -4.18676 1.24243
C 2.74553 -4.33774 2.15618
S 1.93521 -2.63459 2.21203
O 2.40405 -1.92402 3.40355
O 0.51892 -2.67942 1.84395
C 2.99060 -2.06169 0.80259
H 3.07543 -3.73249 -0.67796
H 4.58138 -2.94935 -0.45043
H 4.80449 -3.73498 1.79607
H 4.40180 -5.12992 0.89340
H 2.88053 -4.77009 3.14762
H 2.00440 -4.97281 1.67087
H 3.74983 -1.40407 1.22592
H 2.33941 -1.36304 0.27730
Cl 4.62558 4.08088 -0.84797
C 4.24687 3.29499 -2.39750
C 5.07529 2.03830 -2.60099
Cl 6.84377 2.33542 -2.79835
H 4.19949 4.00435 -3.22374
H 3.19361 3.02849 -2.30964
H 4.77329 1.52165 -3.51202
H 5.01455 1.31087 -1.79151
Cl -5.39127 4.08187 -0.94636
C -4.29375 2.68189 -1.26912
C -2.89256 3.21332 -1.48056
Cl -2.24864 4.20796 -0.15669
H -4.76300 2.25133 -2.15373
H -4.33709 1.99592 -0.42315
H -2.87487 3.81425 -2.38978
H -2.15631 2.41177 -1.54015
Cl 1.22401 2.40333 -6.48878
C -0.32393 2.18015 -5.62310
C -1.03761 3.49023 -5.38143
Cl -0.02418 4.54858 -4.36941
H -0.05513 1.66333 -4.70183
H -1.01736 1.51988 -6.14396
H -2.01221 3.39229 -4.90323
H -1.25737 4.07792 -6.27274

***

(4)
The following is a quantum chemistry calculation of a 3-piece molecular cluster, C28H57F4IN3O15P6S overall in a non-equilibrium geometry, from OMol25.

## Properties
2S+1   1
E_LUMO   -0.58 eV
Net charge   -1
Frontier orbital gap   4.71 eV

CARTESIAN COORDINATES (ANGSTROEM)
C -2.97798 4.99605 -2.43012
C -1.56134 4.22477 -2.44451
P -2.02073 2.39791 -2.15250
C -3.13673 2.03646 -3.62128
P -0.17805 1.10637 -2.09407
C 0.05929 1.96475 -0.38216
O 1.28120 1.58792 0.33365
C 1.45357 2.38564 1.43157
F 0.35674 2.42958 2.24800
F 1.88395 3.64408 1.09402
F 2.47206 1.82758 2.18014
C 0.97696 2.24599 -3.10686
C 1.99702 3.11401 -2.31335
O 1.73182 4.22245 -1.95833
I 4.01480 2.44225 -1.76648
P -0.46525 0.07405 -4.06554
N -0.56608 1.03987 -5.31776
O 0.89519 -0.89946 -4.41096
O -1.79047 -0.95783 -4.12838
O 1.10914 -0.07395 -1.88638
C 0.80774 -1.19226 -1.06896
S 0.88242 -2.88483 -1.93237
C 2.00023 -1.39585 -0.00834
C 3.39273 -1.29099 -0.72983
C 4.39653 -2.35007 -0.08546
F 4.95659 -3.17623 -1.10714
C -0.68689 -1.04429 -0.48644
C -0.77117 -0.96082 1.10645
C -2.16592 -0.43316 1.64595
C -2.58112 -1.16671 2.99422
N -2.69976 -2.63309 2.85166
C -3.56201 -3.22623 3.90198
C -5.06600 -3.07320 3.49682
C -5.44450 -2.45239 2.21867
C -6.84326 -2.27164 1.86931
C -7.88548 -2.70368 2.78571
C -7.51688 -3.35801 4.03457
C -6.10792 -3.54538 4.39885
O -5.80440 -4.17259 5.62765
P -1.95697 -2.41641 -0.90698
N -1.73313 -3.80087 -0.14522
O -1.27341 0.05367 -1.18488
H -2.91990 5.99404 -1.93459
H -3.79253 4.34264 -2.00557
H -3.27311 5.13870 -3.51127
H -0.97955 4.66241 -1.60326
H -1.14144 4.41062 -3.46249
H -3.53030 0.99517 -3.66887
H -4.05168 2.68431 -3.45208
H -2.73154 2.40600 -4.60620
H 0.01438 3.08385 -0.41426
H -0.81670 1.65902 0.25411
H 1.61337 1.56133 -3.74619
H 0.47313 2.93199 -3.82351
H -1.44967 0.85331 -5.79978
H 0.58161 -1.79871 -4.61895
H -2.35588 -0.89147 -3.34091
H 0.89884 -3.84765 -0.96070
H 1.88577 -2.45332 0.35930
H 1.91134 -0.73696 0.88635
H 3.35915 -1.55865 -1.82079
H 3.80202 -0.25527 -0.67329
H 3.91152 -2.99408 0.68676
H 5.21923 -1.74582 0.38388
H -0.56450 -1.93945 1.60340
H 0.00257 -0.25410 1.52362
H -2.00292 0.64049 1.96142
H -2.98944 -0.40458 0.89433
H -3.58638 -0.78357 3.31338
H -1.83247 -0.87334 3.79049
H -1.76388 -3.00383 3.04928
H -3.39314 -2.63337 4.85166
H -3.29921 -4.30675 4.05034
H -4.64961 -2.09480 1.51992
H -7.06034 -1.77061 0.89317
H -8.95736 -2.54313 2.52772
H -8.29205 -3.70514 4.75694
H -5.94161 -5.12355 5.45779
H -1.91896 -2.73714 -2.30614
H -3.25408 -1.94031 -0.55119
H -0.89185 -3.72725 0.42733
C -5.01014 4.47415 0.99068
O -3.97054 5.42491 1.26594
P -3.91378 5.97832 2.88229
O -3.22277 7.26527 2.49514
O -2.83723 4.82678 3.28765
C -1.62979 4.72395 2.53775
O -4.12382 6.33823 4.51897
C -3.95861 7.67039 4.96668
H -4.94621 4.18424 -0.05658
H -4.88653 3.58416 1.61482
H -5.98872 4.92316 1.17635
H -1.35459 5.66715 2.06318
H -1.74131 3.95142 1.77564
H -0.82954 4.42981 3.21510
H -4.59813 8.35519 4.40916
H -2.91315 7.96913 4.88695
H -4.24442 7.70436 6.01975
C 9.92363 -4.30857 -4.61948
O 9.13943 -4.74125 -3.50011
P 9.96333 -4.73766 -2.00002
O 9.04649 -5.78463 -1.41286
O 9.44069 -3.23410 -1.66101
C 8.03808 -2.96888 -1.69291
O 11.03383 -4.64284 -0.69682
C 11.01693 -5.65328 0.29406
H 9.30076 -4.34057 -5.51244
H 10.27363 -3.28339 -4.46542
H 10.77876 -4.97379 -4.75932
H 7.44223 -3.86501 -1.52151
H 7.77349 -2.53510 -2.65769
H 7.80762 -2.24462 -0.91227
H 11.14655 -6.64112 -0.14885
H 10.08983 -5.60650 0.86574
H 11.84860 -5.46384 0.97533

***

Number 1: DFT total energy -63107.0021 a.u.. Number 2: DFT total energy -12081.2126 a.u.. Number 3: DFT total energy -8993.9441 a.u.. Number 4: DFT total energy -5537.2786 a.u..